No. 1
C4H4N2 | ωB97M-V/def2-TZVPD

## Properties
Energy relative to the best compared isomer or geometry (same formula, charge and spin), eV: 7.810
Highest occupied orbital energy (alpha / beta), eV: -8.80 / -8.98
Spin multiplicity: 1
E, hartree: -264.03940

Geometry (Å):
C: -0.37120 1.11108 -0.61994
C: -2.26397 0.56466 -0.18120
C: 0.03568 0.03476 0.13154
C: 1.36934 -0.60294 0.13116
N: -2.25977 -0.47184 0.53586
N: -1.00024 -0.74089 0.56715
H: -0.47552 2.09915 -1.06288
H: 1.37615 -1.70139 -0.21326
H: 1.71403 -0.44501 1.19415
H: 1.87550 0.15242 -0.48258

Atomic charges from the Löwdin analysis, expressed in e, are listed below:
1. C 0.148
2. C 0.129
3. C -0.499
4. C -0.051
5. N -0.089
6. N 0.009
7. H 0.061
8. H 0.119
9. H 0.098
10. H 0.075


No. 2
C4H6N2O2 | ωB97M-V/def2-TZVPD

## Properties
SMILES: C1=N\OC/C=N\OC/1
Energy relative to the best compared isomer or geometry (same formula, charge and spin), eV: 8.414
Highest occupied orbital energy, eV: -9.42
Spin multiplicity: 1
E, hartree: -415.73143

Geometry (Å):
C: -1.48425 -0.36875 -0.65724
N: -1.41243 0.87932 -0.50293
O: -0.60865 1.22230 0.67984
C: 0.85120 1.19558 0.20555
C: 1.48316 0.26429 -0.62840
N: 1.34892 -1.06985 -0.45977
O: 0.52716 -0.91067 0.79574
C: -0.76165 -1.27823 0.40603
H: -2.19154 -0.79304 -1.43046
H: 1.00098 2.27787 -0.33478
H: 1.23375 1.60784 1.29591
H: 2.27854 0.74579 -1.39713
H: -0.49897 -2.06770 -0.37562
H: -1.25710 -1.80742 1.22073

Atomic charges from the Löwdin analysis, expressed in e, are listed below:
1. C -0.108
2. N 0.049
3. O -0.183
4. C -0.222
5. C -0.152
6. N 0.148
7. O -0.219
8. C -0.199
9. H 0.136
10. H 0.149
11. H 0.194
12. H 0.166
13. H 0.113
14. H 0.128


No. 3
C27H30AuN2P | ωB97M-V/def2-TZVPD

## Properties
Energy relative to the best compared isomer or geometry (same formula, charge and spin), eV: 0.427
Highest occupied orbital energy, eV: -7.01
Spin multiplicity: 1
E, hartree: -1633.37926

Geometry (Å):
Au: 1.03239 0.78651 0.44900
C: 0.25533 -3.08958 3.42678
C: -0.95556 -3.59158 2.70212
C: -1.56420 -4.77902 3.08590
C: -2.69063 -5.24683 2.43344
C: -3.22077 -4.53409 1.37334
C: -2.62629 -3.34809 0.97935
C: -1.50711 -2.85518 1.64297
P: -0.68909 -1.25480 1.17277
C: -1.38613 -1.13968 -0.52797
C: -0.56377 -1.80279 -1.44052
C: -0.85060 -1.82983 -2.79102
C: -1.99307 -1.19106 -3.24115
C: -2.82809 -0.55432 -2.34065
C: -2.54920 -0.50614 -0.97733
C: -3.50748 0.20400 -0.06856
C: -1.61271 -0.13348 2.27233
C: -2.51601 -0.65621 3.19809
C: -3.07644 0.13339 4.17956
C: -2.70010 1.46236 4.28416
C: -1.83023 1.99739 3.35835
C: -1.29885 1.23826 2.31511
C: -0.50317 1.90750 1.26063
H: 0.59303 -3.80943 4.17197
H: 0.02916 -2.14750 3.92899
H: 1.06797 -2.90297 2.72207
H: -1.15453 -5.35182 3.90929
H: -3.15905 -6.16193 2.76493
H: -4.10008 -4.89910 0.86210
H: -3.05093 -2.80278 0.14960
H: 0.32387 -2.29976 -1.06524
H: -0.18972 -2.33134 -3.48691
H: -2.24474 -1.19889 -4.29242
H: -3.72695 -0.07775 -2.70804
H: -4.40693 0.48716 -0.61215
H: -3.05406 1.10630 0.33732
H: -3.79230 -0.42267 0.77390
H: -2.80033 -1.69728 3.14618
H: -3.79063 -0.28972 4.87072
H: -3.09858 2.08303 5.07398
H: -1.55948 3.04398 3.42708
H: -0.16879 2.88058 1.62441
H: -1.16189 2.11784 0.41158
N: 2.69217 0.54533 -0.77325
C: 3.35812 1.31169 -1.33775
N: 3.99823 2.23941 -1.97133
C: 5.38347 2.15450 -2.38330
C: 5.53376 2.57148 -3.84867
C: 4.89825 3.94149 -4.08956
C: 3.44271 3.93235 -3.62483
C: 3.38744 3.54699 -2.14869
H: 5.73754 1.13552 -2.23047
H: 5.98092 2.82835 -1.75367
H: 5.05606 1.83131 -4.49335
H: 6.59520 2.60000 -4.09966
H: 4.94845 4.18219 -5.15194
H: 5.45300 4.71259 -3.54480
H: 2.86861 3.21239 -4.21284
H: 2.98844 4.91533 -3.75829
H: 2.36183 3.51135 -1.77906
H: 3.94253 4.28503 -1.55458

Atomic charges from the Löwdin analysis, expressed in e, are listed below:
1. Au 0.672
2. C -0.074
3. C -0.298
4. C -0.054
5. C -0.090
6. C -0.085
7. C -0.081
8. C -0.327
9. P 1.039
10. C -0.369
11. C -0.136
12. C -0.092
13. C -0.091
14. C -0.054
15. C -0.271
16. C -0.034
17. C -0.355
18. C -0.107
19. C -0.091
20. C -0.092
21. C -0.060
22. C -0.360
23. C -0.332
24. H 0.075
25. H 0.077
26. H 0.068
27. H 0.107
28. H 0.099
29. H 0.100
30. H 0.099
31. H 0.094
32. H 0.099
33. H 0.098
34. H 0.106
35. H 0.079
36. H 0.069
37. H 0.076
38. H 0.097
39. H 0.098
40. H 0.098
41. H 0.106
42. H 0.022
43. H 0.025
44. N 0.021
45. C -0.255
46. N -0.101
47. C -0.141
48. C -0.175
49. C -0.205
50. C -0.175
51. C -0.136
52. H 0.130
53. H 0.131
54. H 0.118
55. H 0.113
56. H 0.110
57. H 0.115
58. H 0.121
59. H 0.115
60. H 0.127
61. H 0.133


No. 4
C3H13NO3 | ωB97M-V/def2-TZVPD

## Properties
SMILES: NCCCO.O.O
Energy relative to the best compared isomer or geometry (same formula, charge and spin), eV: 2.322
Highest occupied orbital energy, eV: -9.51
Spin multiplicity: 1
E, hartree: -402.49509

Geometry (Å):
N: -0.03218 2.58887 0.77694
C: 0.18662 1.11119 0.79207
C: -1.11283 0.24633 1.08988
C: -2.27938 0.33517 0.12267
O: -3.46649 -0.38964 0.83310
H: -0.41537 2.97061 -0.07545
H: -0.75433 2.75039 1.52288
H: 0.76930 0.79735 1.66998
H: 0.65565 0.71492 -0.19983
H: -0.66686 -0.76580 1.18090
H: -1.60887 0.31728 2.19430
H: -2.50684 1.44360 -0.20861
H: -2.15485 -0.37677 -0.74911
H: -3.38271 0.07779 1.62105
O: 3.88489 0.51037 -1.25318
H: 3.25230 -0.11635 -1.62923
H: 3.55425 1.40559 -1.39798
O: 2.10431 -4.61723 -1.72930
H: 2.22369 -5.26054 -2.46213
H: 1.74969 -3.74310 -2.09895

Atomic charges from the Löwdin analysis, expressed in e, are listed below:
1. N -0.030
2. C -0.270
3. C -0.243
4. C -0.204
5. O -0.106
6. H 0.045
7. H 0.082
8. H 0.096
9. H 0.129
10. H 0.106
11. H 0.150
12. H 0.135
13. H 0.121
14. H -0.007
15. O -0.066
16. H 0.028
17. H 0.034
18. O -0.109
19. H 0.042
20. H 0.067


No. 5
C4H12NS2 | ωB97M-V/def2-TZVPD

## Properties
Energy relative to the best compared isomer or geometry (same formula, charge and spin), eV: 3.403
Highest occupied orbital energy (alpha / beta), eV: -13.02 / -12.67
Net charge: +1
Spin multiplicity: 1
E, hartree: -1010.37044

Geometry (Å):
C: -1.57923 -1.03706 -0.64852
C: -1.51760 0.83521 1.09202
C: 0.29412 -0.85290 0.87003
C: -0.75810 -0.10210 0.18846
N: 0.10105 0.98805 -0.98590
S: 4.08599 -0.16852 -0.80357
S: 2.85643 0.67725 0.37158
H: -1.77695 -1.91308 0.01337
H: -1.09473 -1.55983 -1.56395
H: -2.50921 -0.56598 -0.86046
H: -2.05252 0.24906 1.72409
H: -2.21894 1.48399 0.40063
H: -0.81897 1.41255 1.63458
H: 0.83977 -0.53817 1.71355
H: 0.38871 -1.86800 0.42020
H: -0.00163 0.52222 -1.87623
H: 1.12895 0.98212 -0.67987
H: -0.36741 1.91799 -1.00565
H: 5.00027 -0.46282 -0.00435

Atomic charges from the Löwdin analysis, expressed in e, are listed below:
1. C -0.055
2. C -0.020
3. C 0.049
4. C -0.504
5. N 0.166
6. S 0.385
7. S 0.234
8. H 0.113
9. H 0.136
10. H 0.077
11. H 0.065
12. H 0.145
13. H 0.082
14. H 0.031
15. H 0.102
16. H 0.113
17. H -0.045
18. H 0.145
19. H -0.220


No. 6
C23H27CsI2N4O5S3 | ωB97M-V/def2-TZVPD

## Properties
Energy relative to the best compared isomer or geometry (same formula, charge and spin), eV: 0.549
Highest occupied orbital energy, eV: -0.58
Net charge: -2
Spin multiplicity: 1
E, hartree: -3298.06424

Geometry (Å):
Cs: -0.46820 -1.04668 -0.95666
C: 4.61264 2.51792 -0.78944
N: 3.16349 2.51501 -0.74984
C: 2.49466 3.79075 -0.62464
C: 2.43077 1.36767 -0.66069
O: 1.23221 1.36307 -0.44444
C: 3.23522 0.10328 -0.85066
O: 2.41676 -1.01544 -1.13513
C: 3.24531 -2.15929 -1.02197
C: 2.39421 -3.39973 -0.86561
O: 1.20721 -3.40633 -1.18090
N: 3.03594 -4.50297 -0.40483
C: 4.33396 -4.37848 0.25238
C: 2.20659 -5.60209 0.04534
H: 4.96647 3.44546 -0.33840
H: 5.00281 2.46623 -1.81249
H: 5.02756 1.69954 -0.20145
H: 2.72197 4.42734 -1.48549
H: 2.80934 4.30764 0.28681
H: 1.42355 3.61676 -0.58089
H: 3.80002 -0.07250 0.08196
H: 3.95894 0.23819 -1.66701
H: 3.88220 -2.05349 -0.13647
H: 3.88829 -2.27242 -1.91134
H: 5.06805 -3.92640 -0.41523
H: 4.67974 -5.38264 0.49923
H: 4.26262 -3.76771 1.15919
H: 1.31014 -5.64811 -0.56615
H: 1.91439 -5.45349 1.09055
H: 2.76303 -6.53730 -0.04307
I: -6.17509 5.30081 -2.98195
C: -5.01167 3.58531 -2.67831
C: -3.80547 3.44425 -3.34415
C: -3.05377 2.30202 -3.14226
I: -1.19950 2.12317 -4.10006
C: -3.45483 1.23505 -2.28341
O: -2.78539 0.17593 -2.10677
C: -4.70245 1.45293 -1.59952
C: -5.15629 0.36886 -0.65110
N: -4.30415 0.09910 0.50129
C: -4.02845 1.25797 1.34191
C: -2.96155 0.89573 2.35059
C: -3.11872 1.10877 3.71150
C: -2.08863 0.74753 4.57308
C: -0.94510 0.17059 4.05553
C: -0.88040 -0.02023 2.68030
N: -1.85319 0.34548 1.84599
C: -5.44634 2.59409 -1.80171
H: -3.44606 4.21706 -4.01036
H: -5.22979 -0.57129 -1.20502
H: -6.16083 0.61283 -0.28515
H: -3.39177 -0.20896 0.18320
H: -4.93903 1.57136 1.86258
H: -3.67342 2.11854 0.75378
H: -4.03448 1.55233 4.08432
H: -2.18086 0.91677 5.64041
H: -0.08686 -0.11697 4.64875
H: 0.01253 -0.47987 2.26047
H: -6.38143 2.71629 -1.26445
S: 2.84681 0.19183 3.73400
C: 3.29787 -1.01885 2.63557
S: 4.93816 -1.11691 2.03342
S: 2.14208 -2.17512 2.07307
O: -2.50804 -3.26344 -2.46101
C: -3.25380 -3.36672 -1.62721

Atomic charges from the Löwdin analysis, expressed in e, are listed below:
1. Cs 1.103
2. C -0.054
3. N -0.147
4. C -0.046
5. C -0.416
6. O -0.045
7. C -0.156
8. O -0.268
9. C -0.194
10. C -0.502
11. O -0.120
12. N -0.153
13. C -0.080
14. C -0.058
15. H 0.084
16. H 0.086
17. H 0.086
18. H 0.084
19. H 0.090
20. H 0.084
21. H 0.047
22. H 0.132
23. H 0.022
24. H 0.143
25. H 0.084
26. H 0.078
27. H 0.023
28. H 0.077
29. H 0.093
30. H 0.076
31. I 0.735
32. C -0.770
33. C -0.269
34. C -0.635
35. I 0.848
36. C -0.503
37. O -0.308
38. C -0.168
39. C -0.187
40. N -0.047
41. C -0.175
42. C -0.278
43. C -0.048
44. C -0.084
45. C -0.063
46. C -0.132
47. N 0.089
48. C -0.147
49. H 0.067
50. H 0.111
51. H 0.108
52. H 0.054
53. H 0.111
54. H 0.125
55. H 0.096
56. H 0.094
57. H 0.074
58. H 0.022
59. H 0.089
60. S 0.261
61. C -1.866
62. S 0.249
63. S 0.390
64. O -0.007
65. C 0.007


No. 7
C3H17N3O4 | ωB97M-V/def2-TZVPD

## Properties
Highest occupied orbital energy (alpha / beta), eV: 0.66 / -6.01
Net charge: -1
Spin multiplicity: 2
Expectation value of S²: 0.7506
E, hartree: -589.63531

Geometry (Å):
C: -1.94742 -1.48473 1.08695
C: -1.24389 -0.29724 0.49756
N: -1.15346 -0.42593 -1.00603
C: -0.07417 0.11334 -1.70188
N: -0.16960 -0.18891 -3.05554
N: 0.84685 0.88735 -1.14449
H: -1.41878 -1.69213 2.00946
H: -2.95501 -1.41389 1.43987
H: -2.04822 -2.45661 0.34084
H: -0.18714 -0.37234 0.92449
H: -1.65197 0.71523 0.67398
H: -2.08728 -0.23134 -1.50621
H: -0.96593 -0.74357 -3.19083
H: 0.65942 -0.46271 -3.46945
H: 1.65503 1.16343 -1.80045
H: 1.89423 3.21527 1.23078
H: 2.00631 1.83356 0.40825
O: 2.48319 2.29144 1.11575
H: -0.00124 3.00152 -0.34779
H: 0.34005 1.94711 0.82793
O: -0.08277 2.91682 0.65103
H: 0.27066 -3.04209 0.43069
H: -0.22079 -2.23666 -0.78998
O: 0.62110 -2.65428 -0.38120
H: 2.38014 -0.02445 2.76369
H: 1.59716 -0.42728 1.56717
O: 1.45352 0.06912 2.42540

Atomic charges from the Löwdin analysis, expressed in e, are listed below:
1. C -0.187
2. C -0.304
3. N -0.056
4. C -0.690
5. N 0.071
6. N 0.064
7. H 0.054
8. H 0.028
9. H 0.115
10. H 0.076
11. H 0.100
12. H 0.017
13. H -0.019
14. H 0.042
15. H 0.069
16. H 0.122
17. H -0.060
18. O -0.194
19. H 0.039
20. H 0.052
21. O -0.213
22. H 0.004
23. H 0.025
24. O -0.137
25. H 0.055
26. H 0.043
27. O -0.118